Density functional theory data (ωB97M-V with the def2-TZVPD basis set) for a cluster of 2 separate species, CH3NO3S in total at a distorted geometry.

Last column: Löwdin charge in e.
Element x y z (Å)
C  0.32514  -0.03528  0.36658  -0.31
N  -3.10242  -0.17765  -0.24380  -0.34
O  -4.15640  0.42819  -0.72037  -0.58
O  2.14850  -0.70177  -1.39181  -0.66
O  2.84623  0.16934  0.94251  -0.65
S  2.03142  0.33442  -0.29323  0.49
H  -0.16495  1.00568  0.52832  0.03
H  0.39645  -0.53600  1.29853  -0.01
H  -0.32396  -0.48692  -0.48673  0.03

HOMO (alpha / beta)	0.0749 / 0.0750	Ha
largest force on an atom	3.8	eV Å⁻¹
charge	-2
energy above the lowest of the compared OMol25 structures with the same formula, charge and spin	39.79	kJ/mol
gap between HOMO and LUMO (alpha / beta)	4.3 / 4.3	eV
total energy	-19548.6836	eV
molar mass	109.1	u

Density functional theory data (ωB97M-V with the def2-TZVPD basis set) for an isolated molecule of CH3NO3S at a distorted geometry.

Last column: Löwdin charge in e.
Element x y z (Å)
O  -0.07018  1.67997  -1.60623  0.01
N  0.75941  0.81381  -1.74540  -0.77
O  1.66430  0.66677  -2.54862  -0.03
S  0.67217  -0.60148  -0.76089  0.94
C  -0.65468  -0.28625  0.87123  -0.38
O  -0.06994  -0.60752  2.02940  -0.11
H  -0.98884  0.80701  0.70755  0.11
H  -1.46885  -0.94757  0.61517  0.06
H  0.15661  -1.52474  2.43778  0.18

HOMO	-0.3687	Ha
SMILES	O=[N+]([O-])SCO
largest force on an atom	3.3	eV Å⁻¹
charge	0
energy above the lowest of the compared OMol25 structures with the same formula, charge and spin	444.61	kJ/mol
gap between HOMO and LUMO	10.2	eV
total energy	-19548.7066	eV
molar mass	109.1	u

Density functional theory data (ωB97M-V with the def2-TZVPD basis set) for the ion CH3NO4P with charge +1 at a distorted geometry.

Last column: Löwdin charge in e.
Element x y z (Å)
O  2.77821  -1.30980  1.85456  0.19
N  1.80369  -0.88373  1.44486  -0.24
C  0.72396  -0.40719  1.33341  0.05
P  -0.40703  0.24030  -0.42517  0.60
O  -0.36401  1.73837  -0.22741  -0.02
O  -1.78909  -0.48482  -0.44987  -0.09
O  0.20099  0.17531  -1.79644  -0.03
H  -0.89275  2.28295  0.34068  0.13
H  -2.13103  -0.86113  0.47516  0.21
H  0.07707  -0.49027  -2.54979  0.20

HOMO	-0.5372	Ha
SMILES	O=[N+]=C=P(O)(O)O
largest force on an atom	5.4	eV Å⁻¹
charge	+1
energy above the lowest of the compared OMol25 structures with the same formula, charge and spin	176.22	kJ/mol
gap between HOMO and LUMO	8.9	eV
total energy	-20044.4320	eV
molar mass	124.0	u

Density functional theory data (ωB97M-V with the def2-TZVPD basis set) for an isolated molecule of CH3NO4S at a distorted geometry.

Last column: Löwdin charge in e.
Element x y z (Å)
C  -1.41382  -0.28370  0.39321  -0.23
N  1.47837  0.94046  -0.56936  -0.49
O  0.64716  0.02793  -1.20454  -0.25
O  1.95306  1.72562  -1.29509  0.15
O  0.83911  -1.68597  0.77314  -0.44
O  1.44429  0.94608  0.61886  0.09
S  -0.08663  -1.34704  -0.26784  0.97
H  -2.34699  -1.00300  0.58785  0.11
H  -1.70131  0.42776  -0.28449  0.00
H  -0.81324  0.25185  1.24826  0.10

HOMO	-0.3865	Ha
largest force on an atom	4.2	eV Å⁻¹
charge	0
energy above the lowest of the compared OMol25 structures with the same formula, charge and spin	329.42	kJ/mol
gap between HOMO and LUMO	10.6	eV
total energy	-21595.2051	eV
molar mass	125.1	u

Density functional theory data (ωB97M-V with the def2-TZVPD basis set) for an isolated molecule of CH3NOP2S at a distorted geometry.

Last column: Löwdin charge in e.
Element x y z (Å)
C  1.13221  0.37827  -0.43792  -0.69
N  0.17420  1.35959  -0.26595  -0.39
P  -1.33112  1.48953  -0.01048  0.88
O  -1.98671  -0.04648  0.17796  -0.87
P  -1.37699  -1.54154  0.47184  0.62
S  0.62554  -1.41481  -0.65533  0.42
H  1.67659  0.57991  -1.36529  0.06
H  1.84698  0.40170  0.38880  0.07
H  -0.76071  -1.20617  1.69638  -0.11

HOMO	-0.3329	Ha
SMILES	C1N=POPS1
largest force on an atom	2.2	eV Å⁻¹
charge	0
energy above the lowest of the compared OMol25 structures with the same formula, charge and spin	28.27	kJ/mol
gap between HOMO and LUMO	8.9	eV
total energy	-34036.2416	eV
molar mass	139.1	u

Density functional theory data (ωB97M-V with the def2-TZVPD basis set) for an isolated molecule of CH3NOP2S at a distorted geometry.

Last column: Löwdin charge in e.
Element x y z (Å)
C  0.44895  0.35706  1.40060  -0.65
N  1.41270  -0.19540  0.74516  -0.51
O  -0.94070  1.09563  -1.13196  -0.71
P  -1.28816  0.39413  1.15143  0.98
P  0.12146  0.27797  -1.91476  0.47
S  1.12813  -1.02845  -0.57101  0.56
H  0.89904  0.91198  2.32334  0.08
H  -1.23730  -0.79641  0.42024  -0.14
H  -0.54411  -1.01652  -2.42305  -0.07

HOMO	-0.3155	Ha
largest force on an atom	3.4	eV Å⁻¹
charge	0
energy above the lowest of the compared OMol25 structures with the same formula, charge and spin	330.35	kJ/mol
gap between HOMO and LUMO	6.5	eV
total energy	-34033.1108	eV
molar mass	139.1	u

Density functional theory data (ωB97M-V with the def2-TZVPD basis set) for an isolated molecule of CH3NOS at a distorted geometry.

Last column: Löwdin charge in e.
Element x y z (Å)
C  0.28471  0.01482  0.03988  -0.15
N  1.64438  0.49052  0.01534  -0.80
O  1.85711  1.72254  0.02947  -0.04
S  2.73203  -0.69336  -0.04423  0.73
H  -0.35071  -0.26826  -0.87690  0.13
H  -0.39126  0.62948  0.62016  0.09
H  0.36499  -0.95832  0.47701  0.03

HOMO	-0.3469	Ha
SMILES	C[N+]([O-])=S
largest force on an atom	3.4	eV Å⁻¹
charge	0
energy above the lowest of the compared OMol25 structures with the same formula, charge and spin	333.98	kJ/mol
gap between HOMO and LUMO	8.3	eV
total energy	-15455.3476	eV
molar mass	77.1	u

Density functional theory data (ωB97M-V with the def2-TZVPD basis set) for an isolated molecule of CH3NOS at a distorted geometry.

Last column: Löwdin charge in e.
Element x y z (Å)
C  -0.14616  -0.09874  -0.10927  -0.09
N  -0.88524  -0.59445  -1.29224  -0.80
O  -0.44908  -1.56078  -1.90557  -0.06
S  -2.16554  0.22969  -1.85046  0.69
H  0.49230  0.59224  -0.57402  0.07
H  0.53305  -0.81467  0.36031  0.10
H  -0.56601  0.51531  0.71842  0.10

HOMO	-0.3410	Ha
SMILES	C[N+]([O-])=S
largest force on an atom	1.8	eV Å⁻¹
charge	0
energy above the lowest of the compared OMol25 structures with the same formula, charge and spin	326.71	kJ/mol
gap between HOMO and LUMO	8.4	eV
total energy	-15455.4229	eV
molar mass	77.1	u

Density functional theory data (ωB97M-V with the def2-TZVPD basis set) for a cluster of 2 separate species, CH3NOS in total at a distorted geometry.

Last column: Löwdin charge in e.
Element x y z (Å)
C  0.26664  -1.12830  -0.35725  -0.11
N  0.17917  -1.17560  0.83633  0.08
O  -0.80610  2.08009  -0.13955  -0.63
S  0.32071  1.55936  -1.22778  0.53
H  0.32460  -1.63125  -1.29874  0.05
H  0.09582  -1.95938  1.47510  0.08
H  -0.38083  2.25508  0.71190  0.01

HOMO (alpha / beta)	-0.3072 / -0.2846	Ha
largest force on an atom	2.0	eV Å⁻¹
charge	0
energy above the lowest of the compared OMol25 structures with the same formula, charge and spin	424.37	kJ/mol
gap between HOMO and LUMO (alpha / beta)	8.5 / 7.2	eV
total energy	-15454.4107	eV
molar mass	77.1	u

Density functional theory data (ωB97M-V with the def2-TZVPD basis set) for a cluster of 2 separate species, CH3NOS in total at a distorted geometry.

Last column: Löwdin charge in e.
Element x y z (Å)
C  0.09168  1.32409  -0.13353  -0.66
N  0.39430  -1.29247  0.31231  -0.38
O  0.10186  2.46051  -0.41346  0.01
S  1.15916  0.17561  0.60128  0.85
H  -1.49262  0.28397  -0.57471  0.12
H  0.19548  -1.44057  -0.66387  0.01
H  -0.44986  -1.51114  0.87197  0.05

HOMO (alpha / beta)	-0.3349 / -0.3349	Ha
largest force on an atom	3.4	eV Å⁻¹
charge	0
energy above the lowest of the compared OMol25 structures with the same formula, charge and spin	348.45	kJ/mol
gap between HOMO and LUMO (alpha / beta)	9.1 / 9.1	eV
total energy	-15455.1975	eV
molar mass	77.1	u